Entry from OMol25: a 10-piece molecular cluster, C28H76O8 overall (the ωB97M-V functional and the def2-TZVPD basis).

Properties
SMILES = CCCCCC.CCCCCC.CCO.CCO.CCO.CCO.CCO.CCO.CCO.CCO
HOMO-LUMO gap = 9.67 eV
LUMO level = 0.419 eV
energy relative to the best compared isomer or geometry (same formula, charge and spin) = 2.0569 eV

The geometry in ORCA input format:
```
! wB97M-V def2-TZVPD RIJCOSX def2/J DEFGRID3
* xyz 0 1
C -106.451 -88.850 -34.366
C -106.329 -87.416 -34.998
C -105.074 -87.273 -35.928
C -104.982 -85.895 -36.601
C -103.973 -85.837 -37.770
C -104.169 -84.525 -38.716
H -105.571 -89.179 -33.849
H -106.727 -89.460 -35.109
H -107.381 -88.795 -33.666
H -105.989 -86.580 -34.278
H -107.224 -87.126 -35.710
H -105.129 -88.013 -36.534
H -104.131 -87.467 -35.446
H -104.554 -85.119 -35.986
H -105.912 -85.805 -37.079
H -103.971 -86.691 -38.538
H -102.986 -85.743 -37.652
H -103.864 -83.623 -38.007
H -105.277 -84.489 -39.336
H -103.341 -84.400 -39.503
C -112.654 -88.878 -38.579
C -112.716 -90.372 -38.678
C -111.444 -91.135 -38.160
C -111.351 -91.039 -36.557
C -110.010 -91.531 -36.191
C -109.490 -90.955 -34.850
H -111.816 -88.511 -39.244
H -112.378 -88.421 -37.658
H -113.502 -88.576 -39.102
H -112.726 -90.539 -39.723
H -113.669 -90.907 -38.288
H -110.601 -90.704 -38.600
H -111.317 -92.029 -38.479
H -112.270 -91.510 -36.058
H -111.330 -89.878 -36.110
H -109.293 -91.272 -36.959
H -110.032 -92.501 -36.193
H -109.972 -91.068 -33.958
H -109.319 -89.870 -35.145
H -108.440 -91.420 -34.879
C -104.892 -91.907 -31.855
C -106.169 -92.839 -32.094
O -107.176 -92.157 -31.324
H -104.226 -92.085 -32.717
H -104.539 -91.956 -30.873
H -105.198 -90.931 -32.094
H -105.951 -93.778 -31.561
H -106.371 -93.119 -33.033
H -108.086 -92.438 -31.565
C -107.317 -88.997 -30.271
C -106.272 -89.357 -29.243
O -106.481 -90.742 -28.827
H -107.090 -88.016 -30.484
H -108.178 -88.710 -29.911
H -107.332 -89.502 -31.263
H -106.397 -88.656 -28.378
H -105.243 -89.406 -29.876
H -106.640 -91.223 -29.727
C -103.143 -88.551 -32.063
C -102.144 -87.494 -31.672
O -102.931 -86.500 -30.913
H -103.952 -88.066 -32.538
H -103.533 -89.151 -31.086
H -102.421 -89.147 -32.572
H -101.724 -87.050 -32.462
H -101.366 -87.736 -30.951
H -102.995 -85.871 -31.539
C -107.731 -83.860 -34.386
C -106.458 -83.114 -34.569
O -106.743 -81.924 -33.872
H -107.796 -84.539 -33.543
H -107.748 -84.758 -35.172
H -108.831 -83.355 -34.573
H -106.260 -82.877 -35.415
H -105.542 -83.546 -34.056
H -106.056 -81.401 -33.972
C -101.730 -85.614 -35.079
C -101.351 -84.172 -35.693
O -101.401 -83.285 -34.621
H -102.699 -85.480 -34.814
H -101.105 -85.736 -34.182
H -101.439 -86.258 -35.825
H -101.846 -83.867 -36.510
H -100.348 -84.339 -35.887
H -100.821 -82.520 -34.756
C -103.790 -81.511 -36.315
C -103.473 -80.278 -35.293
O -104.549 -80.148 -34.345
H -103.930 -82.354 -35.729
H -102.847 -81.668 -37.016
H -104.628 -81.158 -36.809
H -103.584 -79.221 -35.840
H -102.588 -80.092 -34.818
H -104.263 -79.448 -33.751
C -110.891 -87.864 -32.397
C -111.208 -88.211 -30.943
O -111.023 -87.073 -30.180
H -109.772 -87.683 -32.514
H -111.573 -87.003 -32.820
H -110.891 -88.735 -32.920
H -110.683 -89.110 -30.749
H -112.196 -88.484 -31.053
H -111.096 -87.341 -29.249
C -108.424 -85.328 -39.745
C -108.617 -84.405 -38.579
O -109.745 -83.652 -38.646
H -107.462 -85.829 -39.899
H -108.657 -84.781 -40.668
H -109.278 -86.022 -39.840
H -107.739 -83.744 -38.584
H -108.579 -84.972 -37.791
H -109.661 -82.824 -38.188
*
```

Entry from OMol25: C31H50AlClP as an isolated structure (the ωB97M-V functional and the def2-TZVPD basis).

Properties
HOMO-LUMO gap (spin up / spin down) = 3.97 / 3.61 eV
LUMO level (spin up / spin down) = 2.486 / 2.488 eV
energy relative to the best compared isomer or geometry (same formula, charge and spin) = 5.6822 eV

The geometry in ORCA input format:
```
! wB97M-V def2-TZVPD RIJCOSX def2/J DEFGRID3
* xyz -1 1
Al -0.061 -0.191 -2.311
P 2.157 0.733 0.046
Cl 0.772 -2.059 -2.782
C 0.743 0.296 1.288
H -0.168 0.974 0.824
H 0.639 -0.828 1.202
C 2.185 1.876 -1.467
C 3.282 -0.683 -0.437
C 3.325 2.924 -1.401
H 2.415 1.236 -2.335
C 3.305 3.835 -2.634
H 3.217 3.554 -0.512
H 4.317 2.465 -1.341
C 1.916 4.498 -2.867
H 4.063 4.626 -2.539
H 3.552 3.264 -3.536
C 0.797 3.459 -2.885
H 1.728 5.228 -2.060
H 1.952 5.061 -3.818
C 0.830 2.480 -1.686
H -0.176 3.959 -2.894
H 0.844 2.871 -3.809
H 0.473 3.006 -0.791
H 0.010 1.701 -1.984
C 2.917 1.555 1.577
C 3.607 -1.604 0.766
H 2.616 -1.217 -1.146
C 4.316 -2.890 0.314
H 4.264 -1.039 1.448
H 2.699 -1.857 1.336
C 5.568 -2.628 -0.501
H 4.575 -3.473 1.199
H 3.607 -3.490 -0.264
C 5.341 -1.613 -1.629
H 6.352 -2.247 0.159
H 5.952 -3.561 -0.927
C 4.598 -0.339 -1.170
H 6.312 -1.344 -2.067
H 4.765 -2.081 -2.435
H 5.247 0.221 -0.479
H 4.438 0.310 -2.043
C 2.106 2.857 1.849
H 2.620 0.831 2.369
C 2.435 3.339 3.246
H 2.378 3.602 1.081
H 1.016 2.665 1.730
C 3.934 3.489 3.465
H 1.936 4.289 3.389
H 2.029 2.650 3.980
C 4.765 2.241 3.014
H 4.304 4.369 2.914
H 4.160 3.671 4.526
C 4.393 1.770 1.614
H 5.840 2.457 3.065
H 4.574 1.440 3.746
H 4.653 2.517 0.863
H 4.941 0.856 1.381
C -0.924 1.591 2.790
C 0.154 0.386 2.664
H -0.592 2.571 3.049
C -0.519 -0.971 3.070
H 0.984 0.645 3.278
C -1.719 -1.115 2.166
H 0.253 -1.708 2.854
H -0.785 -1.057 4.095
C -2.799 -0.067 2.496
H -1.391 -0.928 1.132
H -2.179 -2.100 2.181
C -2.300 1.354 2.286
H -3.661 -0.223 1.865
H -3.100 -0.225 3.547
H -2.309 1.592 1.217
H -2.985 2.074 2.757
C -4.572 -0.645 -0.671
C -4.080 0.588 -1.047
C -2.734 0.738 -1.409
C -1.860 -0.359 -1.391
C -2.366 -1.641 -1.007
C -3.728 -1.756 -0.634
H -5.626 -0.788 -0.484
H -4.744 1.446 -1.140
H -2.351 1.692 -1.794
H -1.692 -2.517 -1.075
H -4.109 -2.757 -0.391
*
```

Entry from OMol25: C27H24CrN5O5S as an isolated structure (the ωB97M-V functional and the def2-TZVPD basis).

Properties
HOMO-LUMO gap (spin up / spin down) = 6.77 / 6.45 eV
LUMO level (spin up / spin down) = -0.634 / -0.967 eV
energy relative to the best compared isomer or geometry (same formula, charge and spin) = 0.4768 eV

The geometry in ORCA input format:
```
! wB97M-V def2-TZVPD RIJCOSX def2/J DEFGRID3
* xyz 0 4
Cr 0.296 -0.229 -0.974
N -2.025 -1.488 2.552
C -1.314 -0.506 1.961
S 0.147 0.019 2.613
N -1.963 0.051 0.910
N -1.164 0.769 0.115
C -1.620 1.824 -0.496
C -2.977 2.380 -0.339
C -3.578 2.528 0.910
C -4.865 3.030 1.009
C -5.578 3.372 -0.131
C -4.992 3.221 -1.380
C -3.700 2.732 -1.481
C -0.663 2.420 -1.452
C -0.726 3.736 -1.899
C 0.266 4.203 -2.741
C 1.295 3.357 -3.136
C 1.304 2.065 -2.651
N 0.357 1.624 -1.822
H -1.669 -1.904 3.392
H -2.895 -1.791 2.152
H -3.031 2.256 1.801
H -5.315 3.147 1.985
H -6.587 3.754 -0.048
H -5.541 3.478 -2.276
H -3.257 2.603 -2.462
H -1.540 4.371 -1.580
H 0.238 5.227 -3.089
H 2.078 3.688 -3.802
H 2.060 1.341 -2.925
O 1.632 -3.711 0.161
C 1.375 -2.545 -0.028
O 0.209 -2.028 -0.265
C 2.491 -1.507 0.046
C 3.831 -1.883 0.236
C 4.768 -0.901 0.343
C 4.367 0.458 0.366
C 5.276 1.520 0.592
C 4.826 2.802 0.705
C 3.442 3.078 0.622
C 2.543 2.080 0.381
C 3.000 0.755 0.210
N 2.106 -0.252 -0.037
H 4.061 -2.937 0.275
H 5.819 -1.141 0.445
H 6.329 1.290 0.696
H 5.523 3.608 0.891
H 3.090 4.089 0.776
H 1.479 2.267 0.381
C -1.237 -2.996 -3.003
C -1.027 -1.524 -3.321
C -1.895 -1.047 -4.467
O -1.350 -0.713 -2.142
C 0.470 -1.285 -3.605
O 0.918 -1.484 -4.710
O 1.173 -0.901 -2.576
H -2.295 -3.189 -2.807
H -0.650 -3.301 -2.138
H -0.938 -3.587 -3.867
H -2.921 -1.398 -4.347
H -1.489 -1.429 -5.402
H -1.900 0.043 -4.512
H -1.996 -1.174 -1.585
*
```

Entry from OMol25: C8H13F3N3O14Ti as an isolated structure (the ωB97M-V functional and the def2-TZVPD basis).

Properties
HOMO-LUMO gap (spin up / spin down) = 2.88 / 5.33 eV
LUMO level (spin up / spin down) = 3.561 / 3.554 eV

The geometry in ORCA input format:
```
! wB97M-V def2-TZVPD RIJCOSX def2/J DEFGRID3
* xyz -2 4
Ti 1.137 0.277 -0.027
N 3.142 -1.017 -2.086
O 2.126 -1.375 -1.631
O 4.054 -1.821 -2.505
O 3.440 0.153 -2.105
N 2.121 3.418 -2.114
O 1.730 4.531 -2.236
O 1.508 2.472 -1.563
O 3.093 3.107 -2.748
N 4.186 1.653 0.909
O 4.819 1.667 1.979
O 3.171 0.940 0.844
O 4.494 2.378 -0.019
C -2.852 -0.848 4.332
C -2.604 -1.786 3.194
O -1.410 -1.394 2.559
C -0.145 -1.523 2.910
O 0.678 -0.815 2.264
O 0.053 -2.282 3.958
C 1.377 -2.518 4.510
H -2.936 0.224 4.154
H -2.012 -0.643 4.995
H -3.719 -1.224 4.876
H -3.421 -1.726 2.475
H -2.540 -2.810 3.563
H 1.358 -3.186 5.371
H 1.643 -1.563 4.962
H 2.029 -2.771 3.674
C -1.521 2.135 -4.860
C -1.269 1.779 -3.456
O -1.948 0.573 -3.195
C -1.756 -0.098 -2.013
O -0.935 0.187 -1.144
C -2.507 -1.457 -1.987
F -3.309 -1.692 -1.000
F -3.189 -1.673 -3.085
F -1.562 -2.444 -2.038
H -1.312 1.276 -5.497
H -0.924 2.997 -5.160
H -2.535 2.533 -4.859
H -1.552 2.692 -2.931
H -0.200 1.676 -3.270
*
```

Number 1: largest force on an atom 11.8 eV Å⁻¹, total energy -1713.74267 a.u.. Number 2: largest force on an atom 6.6 eV Å⁻¹, total energy -2255.03785 a.u.. Number 3: largest force on an atom 0.9 eV Å⁻¹, total energy -3136.09324 a.u.. Number 4: largest force on an atom 8.7 eV Å⁻¹, total energy -2678.93168 a.u..